Density functional theory data (wB97M-V/def2-TZVPD) for a structure of composition C13H24O7P2PdSbSeTe.

```
50
Properties=species:S:1:pos:R:3
Pd 0.42 0.72 0.47
C 5.25 1.59 0.39
C 3.84 2.08 0.75
O 3.90 3.35 1.39
P 3.09 1.03 2.02
O 3.14 -0.48 1.49
O 4.10 0.98 3.23
O 1.68 1.33 2.38
P 2.82 2.25 -0.80
O 2.85 0.72 -1.38
O 3.55 3.18 -1.67
O 1.37 2.47 -0.42
H 5.87 1.54 1.28
H 5.69 2.30 -0.31
H 5.24 0.62 -0.10
H 4.05 4.02 0.72
H 4.00 -0.78 1.18
H 4.25 1.83 3.66
H 3.44 0.66 -2.14
C -2.07 -1.41 -1.60
Te -0.48 -0.04 -1.96
C -2.05 1.32 -2.48
C -3.21 0.43 -2.86
C -4.26 0.92 -3.63
C -5.33 0.10 -3.95
C -5.35 -1.22 -3.52
C -4.30 -1.72 -2.77
C -3.23 -0.90 -2.43
H -2.31 -1.42 -0.54
H -1.77 -2.41 -1.90
H -1.72 1.96 -3.29
H -2.28 1.95 -1.62
H -4.24 1.95 -3.97
H -6.14 0.48 -4.56
H -6.17 -1.87 -3.79
H -4.30 -2.75 -2.44
Se -1.33 2.23 1.11
C -2.36 -1.31 2.59
Sb -0.31 -1.36 2.00
C 0.64 -1.46 3.88
C -0.10 -3.37 1.31
H -2.62 -2.25 3.08
H -3.01 -1.16 1.74
H -2.50 -0.50 3.30
H 0.21 -2.27 4.46
H 0.52 -0.52 4.40
H 1.71 -1.65 3.73
H -0.74 -4.02 1.90
H 0.93 -3.68 1.43
H -0.38 -3.45 0.26
```

Results
Spin multiplicity: 5
Total charge: +1

Density functional theory data (wB97M-V/def2-TZVPD) for an isolated molecule of C4H8O2 at a distorted geometry.

```
14
Properties=species:S:1:pos:R:3
C -0.46 1.78 0.16
C -0.73 0.33 -0.20
O -1.21 0.22 -1.52
C 0.57 -0.53 -0.13
C 1.13 -1.55 0.80
O 0.41 -1.93 -0.37
H -0.11 2.35 -0.74
H -1.42 2.35 0.36
H 0.34 1.48 1.11
H -1.50 -0.01 0.52
H -1.28 -0.73 -1.68
H 1.34 -0.11 -0.78
H 0.70 -1.89 1.74
H 2.21 -1.77 0.75
```

Results
SMILES string: C[C@@H](O)[C@H]1CO1
Total charge: 0

Density functional theory data (wB97M-V/def2-TZVPD) for a structure of composition C17H34OP2Sn at a distorted geometry.

```
55
Properties=species:S:1:pos:R:3
P 0.75 2.58 -0.22
P -2.37 0.00 -0.90
C -0.62 2.23 -1.32
C -1.91 1.76 -0.68
H -0.08 1.30 -2.04
H -0.79 3.10 -1.97
H -1.94 1.98 0.40
H -2.75 2.31 -1.13
C -3.35 -0.01 -2.44
H -3.59 -1.05 -2.70
H -2.77 0.43 -3.25
H -4.28 0.56 -2.31
C -3.41 -0.56 0.48
H -4.48 -0.41 0.23
H -3.21 0.01 1.40
H -3.26 -1.64 0.68
C 1.92 3.39 -1.32
H 2.93 3.13 -0.99
H 1.76 4.47 -1.28
H 1.78 3.02 -2.35
C 0.32 3.61 1.17
H -0.69 3.38 1.54
H 0.36 4.66 0.83
H 1.07 3.45 1.95
Sn -0.58 -1.59 3.58
C -0.79 -0.76 -1.54
C 0.07 0.09 -2.48
C 1.46 -0.51 -2.74
C 2.50 -0.67 -1.59
C 2.57 0.49 -0.74
C 1.53 0.95 0.14
C 0.38 -0.01 0.62
C -0.03 -1.17 -0.27
C 1.62 -1.27 3.67
H -1.09 -1.66 -2.10
H -0.43 0.16 -3.45
H 2.01 0.07 -3.50
H 1.29 -1.53 -3.14
H 2.38 -1.61 -1.05
H 3.49 -0.78 -2.05
H 3.53 1.01 -0.66
H 2.04 1.30 1.07
H -0.51 0.56 0.88
H 0.68 -0.43 1.59
H 0.83 -1.80 -0.50
H -0.66 -1.84 0.35
H 1.90 -1.45 4.71
H 1.85 -0.24 3.39
H 2.13 -1.97 3.00
C 0.09 -4.75 3.57
C -0.05 -3.64 2.59
O 0.11 -3.62 1.40
H -0.72 -4.68 4.32
H 1.05 -4.65 4.11
H -0.02 -5.72 3.06
```

Results
Total charge: +2

Density functional theory data (wB97M-V/def2-TZVPD) for a structure of composition C42H35FN3S6TeZr at a distorted geometry.

```
89
Properties=species:S:1:pos:R:3
Zr 0.12 0.05 0.16
C -4.81 -1.28 -1.38
C -3.93 -1.79 -0.28
C -3.71 -1.00 0.85
C -3.02 -1.49 1.96
C -2.94 -0.70 3.23
C -2.47 -2.77 1.88
C -2.61 -3.55 0.74
C -1.98 -4.91 0.64
C -3.36 -3.05 -0.33
H -4.72 -0.20 -1.50
H -5.86 -1.50 -1.18
H -4.56 -1.74 -2.34
H -4.11 0.01 0.89
H -3.65 -1.09 3.96
H -3.20 0.35 3.05
H -1.95 -0.74 3.68
H -1.92 -3.17 2.73
H -2.69 -5.67 0.33
H -1.55 -5.22 1.60
H -1.17 -4.90 -0.09
H -3.51 -3.68 -1.21
N 3.23 1.92 2.83
C 3.24 1.53 4.19
C 4.26 1.95 5.02
C 4.25 1.58 6.35
C 3.21 0.82 6.85
C 2.18 0.40 6.01
C 2.20 0.74 4.66
S 0.97 0.06 3.61
N 1.24 0.87 2.10
C 2.26 1.66 1.94
C 2.29 2.42 0.66
C 3.15 3.47 0.39
C 3.01 4.14 -0.82
C 2.02 3.76 -1.70
C 1.20 2.70 -1.35
N 1.34 2.05 -0.20
H 4.01 2.47 2.51
H 5.06 2.56 4.62
H 5.05 1.89 7.01
H 3.18 0.53 7.89
H 1.37 -0.20 6.40
H 3.91 3.80 1.08
H 3.67 4.96 -1.06
H 1.87 4.26 -2.65
H 0.41 2.36 -2.02
S 6.01 -0.81 2.74
C 4.68 -1.10 1.85
S 3.31 -2.01 2.41
C 2.26 -1.72 1.04
C 2.81 -1.02 0.01
S 1.98 -0.61 -1.47
S 4.45 -0.47 0.24
S 0.56 -2.19 1.18
Te -1.39 -0.80 -2.46
C -0.57 -2.58 -3.19
C -0.83 -2.89 -4.53
C -0.36 -4.09 -5.04
C 0.33 -4.97 -4.23
C 0.57 -4.66 -2.91
C 0.13 -3.45 -2.38
C -0.43 0.54 -3.78
C 0.85 0.29 -4.27
C 1.47 1.22 -5.08
C 0.84 2.41 -5.40
C -0.45 2.65 -4.95
C -1.10 1.71 -4.15
H -1.37 -2.21 -5.17
H -0.56 -4.33 -6.08
H 0.69 -5.91 -4.64
H 1.12 -5.35 -2.28
H 0.34 -3.20 -1.35
H 1.35 -0.64 -4.04
H 2.47 1.02 -5.46
H 1.33 3.14 -6.04
H -0.97 3.55 -5.23
H -2.12 1.89 -3.85
F -4.12 4.75 1.10
C -3.28 3.74 0.84
C -3.18 3.27 -0.46
C -2.30 2.23 -0.72
C -1.51 1.64 0.27
C -1.66 2.15 1.57
C -2.54 3.19 1.87
H -3.79 3.71 -1.24
H -2.25 1.88 -1.74
H -1.10 1.74 2.41
H -2.64 3.58 2.87
```

Results
Total charge: +1

Density functional theory data (wB97M-V/def2-TZVPD) for a structure of composition C20H45B2ClF6GaN3NaO7Rb at a distorted geometry.

```
87
Properties=species:S:1:pos:R:3
C -4.59 2.36 -1.42
C -5.52 1.00 -1.66
C -6.01 0.50 -0.14
C -7.12 -0.70 -0.19
N -7.18 -1.53 1.11
Ga -6.89 -0.44 2.68
C -6.91 -1.48 4.47
C -5.43 -2.24 4.59
O -4.74 -1.97 5.87
C -3.35 -1.54 5.67
C -2.37 -2.64 4.94
H -3.96 2.65 -2.37
H -5.37 3.22 -1.15
H -3.93 2.23 -0.44
H -6.52 1.29 -2.24
H -4.94 0.16 -2.25
H -6.45 1.48 0.39
H -5.03 0.10 0.39
H -6.79 -1.43 -1.07
H -8.23 -0.31 -0.35
H -6.41 -2.24 1.04
H -7.96 0.77 2.65
H -5.43 0.26 2.58
H -6.94 -0.70 5.36
H -7.81 -2.22 4.61
H -4.80 -1.97 3.63
H -5.66 -3.40 4.52
H -2.90 -1.38 6.77
H -3.22 -0.51 5.13
H -1.65 -3.19 5.70
H -1.68 -2.04 4.18
H -2.93 -3.46 4.31
Rb -3.85 -4.41 3.33
B 1.43 -1.83 2.86
F 1.39 -1.66 4.30
F 2.72 -2.39 2.47
F 0.37 -2.73 2.45
F 1.25 -0.54 2.22
C 1.34 3.87 -3.68
C -0.07 4.44 -3.86
C -0.92 4.37 -2.57
O -1.44 3.08 -2.27
C -0.53 2.22 -1.60
N -0.72 3.74 -4.98
H 1.36 2.78 -3.64
H 1.98 4.17 -4.51
H 1.80 4.25 -2.76
H 0.04 5.49 -4.13
H -1.80 5.01 -2.73
H -0.39 4.79 -1.71
H 0.12 2.77 -0.91
H 0.07 1.67 -2.33
H -1.11 1.50 -1.02
H -1.62 4.18 -5.15
H -0.97 2.80 -4.65
N 2.95 2.31 -6.68
H 1.97 2.61 -6.78
H 3.11 1.95 -5.73
H 3.16 1.58 -7.36
H 3.57 3.12 -6.84
B 5.68 -5.23 1.85
O 4.23 -5.27 2.05
C 4.01 -5.42 3.36
O 2.91 -5.49 3.87
C 5.27 -5.49 4.05
O 5.42 -5.63 5.26
O 6.28 -5.38 3.18
F 6.07 -3.96 1.26
F 6.10 -6.33 0.99
O 7.50 -5.65 7.65
H 6.84 -5.98 6.98
H 8.11 -4.97 7.26
H 8.00 -6.40 8.06
Na -9.93 -1.40 3.08
C 6.63 3.64 -4.46
C 5.80 2.68 -3.88
C 6.12 1.33 -3.99
C 7.27 0.94 -4.66
C 8.11 1.90 -5.24
C 7.78 3.25 -5.14
H 6.38 4.70 -4.38
H 4.90 2.99 -3.35
H 5.47 0.58 -3.55
H 7.52 -0.12 -4.74
H 9.01 1.59 -5.76
H 8.43 4.00 -5.59
Cl 3.57 5.34 -3.17
```

Results
Total charge: 0

Density functional theory data (wB97M-V/def2-TZVPD) for an isolated molecule of C5H6O2 at a distorted geometry.

```
13
Properties=species:S:1:pos:R:3
O 1.02 1.55 1.38
C 0.70 0.82 0.47
C 1.63 -0.14 -0.27
O 0.78 -1.01 -0.99
C -0.56 -0.71 -0.68
C -1.37 -0.42 0.72
C -0.69 0.63 -0.12
H 2.26 -0.74 0.39
H 2.30 0.45 -0.92
H -1.18 -1.09 -1.49
H -1.13 -0.39 1.79
H -2.45 -0.58 0.61
H -1.12 1.45 -0.67
```

Results
SMILES string: O=C1CO[C@H]2C[C@@H]12
Total charge: 0

Density functional theory data (wB97M-V/def2-TZVPD) for an isolated molecule of C4H8N2S2 at a distorted geometry.

```
16
Properties=species:S:1:pos:R:3
C 0.33 -0.49 -1.07
C 1.32 0.63 -0.96
C -0.36 -0.61 0.37
C -0.39 0.45 2.52
H -1.36 -0.87 -2.19
H -1.57 0.59 -1.54
H 0.85 -1.61 -1.21
H 2.36 0.19 -0.65
H 1.72 0.86 -1.93
H -0.29 -1.70 0.98
H -1.57 -0.26 0.12
H 0.04 1.49 2.82
N -0.73 -0.08 -2.04
N 0.36 0.42 1.33
S 0.69 1.75 0.25
S -1.39 -0.75 3.20
```

Results
SMILES string: N[C@H]1CSN(C=S)C1
Total charge: 0

Density functional theory data (wB97M-V/def2-TZVPD) for a cluster of 5 separate species, C31H63N3O7 in total at a distorted geometry.

```
104
Properties=species:S:1:pos:R:3
C -24.17 12.05 3.81
C -23.56 10.80 4.48
O -22.85 11.02 5.52
O -23.54 9.75 3.82
H -25.06 12.34 4.38
H -24.38 11.88 2.76
H -23.52 12.92 3.90
C -24.26 14.88 0.29
C -23.89 13.37 0.23
O -22.85 13.05 0.82
O -24.69 12.63 -0.41
H -23.61 15.41 -0.41
H -23.96 15.24 1.28
H -25.31 15.04 0.06
C -20.31 13.04 3.96
C -20.87 14.34 4.50
C -21.45 15.09 3.28
C -22.32 16.28 3.61
C -23.37 15.89 4.64
C -22.87 15.12 5.87
N -21.96 14.10 5.40
O -21.58 13.25 6.46
C -22.19 16.16 6.82
C -24.03 14.47 6.60
C -19.72 15.21 5.11
H -19.44 13.27 3.34
H -21.06 12.56 3.32
H -20.12 12.30 4.74
H -20.61 15.41 2.65
H -21.98 14.38 2.64
H -22.86 16.70 2.75
H -21.72 17.15 3.91
H -24.06 15.22 4.11
H -23.96 16.76 4.96
H -21.71 16.96 6.25
H -22.85 16.67 7.53
H -21.39 15.65 7.36
H -23.69 14.08 7.56
H -24.88 15.15 6.70
H -24.29 13.58 6.02
H -18.75 14.86 4.76
H -19.76 15.18 6.20
H -19.73 16.25 4.76
H -22.00 12.38 6.24
C -23.09 10.31 9.30
C -21.82 10.32 10.13
C -22.07 9.57 11.42
C -20.85 9.31 12.29
C -19.78 8.67 11.39
C -19.47 9.45 10.13
N -20.71 9.70 9.40
O -20.41 10.41 8.22
C -18.58 10.66 10.49
C -18.60 8.53 9.26
C -21.56 11.82 10.48
H -23.04 10.79 8.32
H -23.39 9.27 9.09
H -23.94 10.70 9.86
H -22.90 10.04 11.95
H -22.42 8.57 11.12
H -20.48 10.24 12.71
H -21.14 8.55 13.01
H -20.15 7.67 11.12
H -18.90 8.49 12.01
H -18.39 11.30 9.63
H -17.59 10.28 10.76
H -18.88 11.26 11.35
H -17.74 8.14 9.82
H -18.21 9.07 8.39
H -19.19 7.69 8.91
H -21.28 12.42 9.61
H -22.51 12.24 10.83
H -20.82 11.91 11.27
H -20.01 11.24 8.49
C -28.44 13.48 0.28
C -29.43 13.49 1.47
C -29.22 12.21 2.31
C -27.98 12.29 3.18
C -28.03 13.51 4.09
C -28.32 14.83 3.38
N -29.36 14.61 2.37
O -29.74 15.83 1.73
C -28.86 15.79 4.43
C -27.02 15.38 2.80
C -30.84 13.40 0.91
H -27.41 13.36 0.60
H -28.50 14.48 -0.16
H -28.68 12.73 -0.47
H -30.15 12.03 2.86
H -29.16 11.32 1.67
H -27.08 12.29 2.58
H -28.02 11.40 3.82
H -27.04 13.52 4.56
H -28.65 13.36 4.98
H -29.77 15.43 4.92
H -28.13 15.97 5.22
H -29.08 16.78 4.01
H -26.35 15.54 3.64
H -26.52 14.61 2.20
H -26.98 16.32 2.24
H -31.63 13.25 1.65
H -30.95 12.62 0.16
H -31.08 14.29 0.31
H -30.64 15.91 2.04
```

Results
Total charge: -2

Calculated total energy per entry: -129434.699 -8370.198 -44616.139 -124892.306 -127898.303 -9374.740 -28924.019 -51969.751 eV